(1)
Entry from OMol25: C20H20F2N2O3 in the gas phase at a distorted geometry (the ωB97M-V functional and the def2-TZVPD basis).

E_LUMO ... 0.73 eV
SMILES string ... O=C(NCC[C@@H]1C[C@@H]2C=C[C@H]1C2)c1cc(COc2ccc(F)cc2F)on1
Charge ... 0
Orbital gap ... 9.583 eV
DFT total energy ... -35620.069 eV
Energy relative to the best compared isomer or geometry (same formula, charge and spin) ... 98.00 kcal per mole

Positions of all 47 atoms, in Å:
C  -0.83546  -3.72475  -2.72251
H  2.46910  -1.26393  -5.53941
C  -0.07130  3.36216  3.00660
H  0.54158  3.24139  5.12817
H  -1.31031  -0.01724  -7.10519
N  1.46822  -0.04813  1.41636
H  -1.49908  -0.07369  3.94107
O  0.38755  1.12835  -0.20000
C  -1.14169  2.91289  2.36321
H  1.73940  -0.97831  1.70032
H  -1.42329  3.08294  1.34109
H  -0.06808  -4.43840  -3.04932
H  0.18693  0.80087  5.23900
C  -0.64970  -2.24335  -4.61267
C  0.64034  -0.55323  -6.41324
H  1.84832  -0.16223  3.94589
H  1.38697  1.95519  1.81948
C  -0.26192  -2.81125  -1.68832
O  0.41375  -3.35737  -0.66523
H  0.69588  4.02306  2.64520
H  2.98413  1.21336  2.06280
C  -0.74240  -0.61824  -6.41424
H  -1.85176  2.07421  5.50831
H  -0.72050  -0.70813  -2.17410
N  0.85134  -2.37847  0.15299
C  -0.97373  0.72433  3.41598
C  -1.58170  2.67314  4.63950
C  1.39249  -1.31202  -5.53973
O  -1.41179  -3.03037  -3.80357
F  1.26870  0.25957  -7.28120
H  -2.04412  3.65642  4.71364
H  -2.90579  1.77233  3.05683
H  -1.66482  -4.29462  -2.28838
C  0.74168  -2.15140  -4.65267
F  1.52509  -2.88514  -3.82609
C  -1.36879  -1.45632  -5.51677
C  -0.27562  -1.45274  -1.54974
C  -1.86743  1.98371  3.30108
C  0.45533  -1.23568  -0.35413
C  1.90484  1.07803  2.20860
H  -2.44369  -1.52923  -5.48793
C  0.23621  1.22646  4.23033
H  -0.69782  0.35906  2.43128
H  2.34935  1.49489  4.25675
C  0.76106  0.07538  0.27815
C  1.63416  0.88275  3.70229
C  -0.07161  2.74376  4.37954

=====

(2)
Entry from OMol25: a molecular structure, C20H20MnN7O2S (the ωB97M-V functional and the def2-TZVPD basis).

2S+1 ... 4
E_LUMO (alpha / beta) ... -10.03 / -11.43 eV
Charge ... +3
Orbital gap (alpha / beta) ... 6.933 / 5.705 eV
DFT total energy ... -77720.781 eV

Positions of all 51 atoms, in Å:
C  0.62763  3.45969  -1.90400
H  -2.57267  3.55383  -3.00413
H  3.80742  -0.17413  1.57176
H  -2.40001  -3.59850  -2.71084
N  -3.38018  -3.16897  0.22323
N  -1.20316  0.90191  1.66895
H  0.83601  -3.38595  2.66433
C  2.43309  -2.05031  2.27741
H  -0.43178  4.81690  -3.20064
C  -2.69912  1.88713  2.99107
H  0.38310  0.90372  3.11831
Mn  -0.49718  -0.03473  0.14424
N  -1.50795  1.72532  3.65671
C  1.61050  -1.10178  1.48354
C  -3.55168  -2.44930  1.48191
H  -2.62957  1.48365  -1.63292
H  -3.82175  -5.56746  -1.94599
C  1.88822  -3.18383  2.80832
C  -3.95239  -4.39275  -0.07434
H  1.57473  3.97863  -1.96237
C  4.64058  -2.76819  3.20906
C  -2.50672  1.37082  1.75331
S  -1.85995  -1.23621  -1.09646
H  -3.19339  1.31645  0.92726
C  3.84440  -1.81863  2.48966
C  -0.63321  1.13285  2.84583
C  4.05763  -3.89462  3.72033
N  1.30637  0.70786  0.30684
C  2.68573  -4.10554  3.53566
C  -0.49533  3.92373  -2.59362
O  0.39053  -1.40077  1.21291
H  -3.76328  -3.17287  2.26362
C  0.50524  2.32094  -1.14137
H  -2.63154  -1.91938  1.71626
O  4.45371  -0.76901  2.05607
H  -4.56194  -4.92179  0.63683
H  -4.38123  -1.74945  1.39884
N  -0.66298  1.62456  -1.04577
C  -1.72450  2.07199  -1.71128
C  1.61162  1.75258  -0.36443
N  -2.81613  -3.67012  -1.79320
H  -1.31934  2.01581  4.60644
H  2.21900  -4.98936  3.94970
H  4.64727  -4.61905  4.26503
C  -1.68045  3.22615  -2.48970
C  -3.59566  -4.70842  -1.33939
H  5.69379  -2.54715  3.32544
N  2.19804  0.00472  1.08068
C  -2.69468  -2.73959  -0.83784
H  -3.55726  2.34811  3.44785
H  2.61120  2.17619  -0.36150

=====

(3)
Entry from OMol25: C20H20N2O3S in the gas phase at a distorted geometry (the ωB97M-V functional and the def2-TZVPD basis).

E_LUMO ... -0.78 eV
SMILES string ... C[C@@H](CCc1sccc1/N=N/c1c(O)ccc2ccccc12)CC(=O)O
Charge ... 0
Orbital gap ... 6.918 eV
DFT total energy ... -41022.597 eV
Energy relative to the best compared isomer or geometry (same formula, charge and spin) ... 22.74 kcal per mole

Positions of all 46 atoms, in Å:
C  0.27795  -3.89701  1.59924
C  1.51318  3.01597  -2.89726
H  -0.09222  -2.01405  2.58368
H  2.22513  -2.68569  3.11039
H  2.23296  -0.70460  -3.67486
C  -3.42990  0.05594  3.01262
H  2.21038  -1.11688  2.30857
C  2.64479  1.33432  -4.20976
O  -1.07962  4.13443  0.14433
C  -1.22986  -1.47208  0.12653
H  -2.44842  -4.37570  3.22561
C  1.17233  0.65850  -2.43225
H  2.85618  3.43383  -4.51816
H  3.31784  1.06256  -5.00949
O  -1.93684  -4.63525  0.97378
C  -1.97941  -0.68600  1.13910
C  0.54376  -2.38763  1.77479
H  0.77988  -2.07752  -0.33828
N  -0.54165  1.34022  -0.34666
C  2.38939  2.65127  -3.93706
H  -4.10518  0.06548  3.84451
S  -3.01685  -1.45390  2.27953
C  -1.16384  -4.26876  1.81903
C  -0.25468  3.72839  -0.82195
N  -1.37250  1.65868  0.58554
H  0.66011  -0.59078  0.60412
H  -2.93878  2.12318  2.69509
H  0.57826  -4.22056  0.60247
H  -1.67869  -2.45729  0.00548
O  -1.51049  -4.15925  3.10712
C  -0.00050  2.36512  -1.06892
H  -1.43199  3.30735  0.58812
C  0.25714  -1.59990  0.49314
H  1.71609  5.13792  -3.19636
H  2.66837  -2.56029  1.40501
C  -1.98000  0.68892  1.32201
C  -2.82018  1.09430  2.40769
C  1.23611  4.37183  -2.60460
C  2.02918  0.33232  -3.45082
H  -1.29176  -0.93658  -0.82642
H  0.69367  -0.10775  -1.84632
H  0.16079  5.74720  -1.37052
H  0.86017  -4.44151  2.34445
C  0.38172  4.71623  -1.60075
C  2.00362  -2.17612  2.17572
C  0.89436  2.00114  -2.12725

=====

(4)
Entry from OMol25: C20H20N2O5S in the gas phase at a distorted geometry (the ωB97M-V functional and the def2-TZVPD basis).

E_LUMO ... 0.02 eV
SMILES string ... CCCCOc1ccccc1N1C(=O)C[C@@H](Sc2ncccc2C(=O)O)C1=O
Charge ... 0
Orbital gap ... 8.686 eV
DFT total energy ... -45118.983 eV
Energy relative to the best compared isomer or geometry (same formula, charge and spin) ... 0.00 kcal per mole

Positions of all 48 atoms, in Å:
H  -1.80657  2.36251  -1.94052
C  0.93228  -0.28401  2.29449
H  0.04319  4.53837  3.73634
C  -1.73114  -0.35549  -2.47448
C  -0.71645  -1.97664  1.80374
H  2.55385  0.66067  -2.76526
C  0.67898  -1.78760  2.37225
O  -1.37746  1.38217  -0.17133
H  -1.28528  0.23896  -3.27614
H  -1.06746  5.50293  1.75313
O  3.83583  -4.04141  0.23489
H  -1.76215  4.06907  -0.10088
H  -3.02931  -1.47047  -3.79382
H  -2.70051  -2.27205  -2.25851
C  -0.89656  4.43869  1.81568
C  -1.08387  2.25539  0.82129
C  -0.27520  3.90049  2.92700
C  -2.83369  0.45301  -1.79465
S  1.98680  -2.76576  1.55549
C  -2.26288  -1.66314  -3.04627
H  0.74276  -2.09416  3.41950
C  -2.30285  1.74400  -1.17787
H  0.88623  0.97627  -0.91049
C  -1.29734  3.62766  0.76709
C  2.47624  -0.05187  -1.96083
H  4.01823  -1.38276  -2.67549
H  4.44231  -4.79878  0.22350
O  -2.48637  -0.30627  1.70789
C  -0.47795  1.71364  1.96711
C  -1.32530  -0.58713  1.82613
H  -1.33144  -2.68316  2.35926
O  1.94480  0.29804  2.57566
H  -3.61314  0.70447  -2.51618
N  1.42718  -0.71691  0.06375
O  4.88250  -3.49538  -1.66033
H  -0.67856  -2.30281  0.76220
H  0.40715  2.09409  3.86510
C  -0.07019  2.53303  3.00347
H  -3.27811  -0.14116  -0.99458
H  -1.46102  -2.22938  -3.51470
C  4.05065  -3.24888  -0.82287
C  1.55617  0.12927  -0.93814
C  3.28398  -1.17343  -1.91163
C  3.16794  -2.06853  -0.85015
N  -0.29841  0.30903  2.04343
H  -3.13123  2.31388  -0.74098
C  2.21350  -1.78067  0.14033
H  -0.95017  -0.56774  -1.74263

=====

(5)
Entry from OMol25: a molecular structure, C20H20N2Zn at a distorted geometry (the ωB97M-V functional and the def2-TZVPD basis).

E_LUMO ... 5.28 eV
Charge ... -2
Orbital gap ... 4.624 eV
DFT total energy ... -72455.630 eV

Positions of all 43 atoms, in Å:
C  -4.00485  0.59476  1.96822
C  1.06941  -0.22756  1.59838
H  2.56355  -0.50913  0.05391
H  -5.04848  0.68504  2.30956
C  3.41764  -0.67109  2.00118
H  -0.90417  1.88016  2.43960
N  -0.01198  -0.07250  0.73271
C  0.13318  -2.36714  -1.41842
C  0.77359  2.50667  -3.42097
C  1.42479  -1.92027  -1.87259
H  1.69720  -0.28355  4.94553
Zn  0.12601  0.03607  -1.29488
C  -0.85783  -1.84717  -2.32192
C  -1.67785  1.25344  2.03775
C  -3.68383  -0.43745  1.05940
C  -1.31924  0.20160  1.16032
C  -1.14460  1.65111  -1.99870
H  -1.83262  1.07983  -2.62220
H  -3.24741  2.18287  3.17483
H  -1.91641  -2.13571  -2.33886
H  -4.45187  -1.14872  0.69695
C  3.18094  -0.56857  3.41028
H  2.01788  -0.77089  -3.70914
H  -2.11014  -1.44473  -0.01639
H  1.84583  2.41219  -3.57967
H  0.21929  3.12553  -4.05191
H  4.42555  -0.95191  1.62926
H  4.04312  -0.75522  4.12581
H  -0.03940  -3.08317  -0.60909
N  1.62953  1.33406  -1.84066
C  -2.36534  -0.62655  0.65701
C  1.87497  -0.31038  3.87732
C  0.84097  -0.18510  2.96468
H  2.53447  1.58279  -1.05648
C  1.23313  -1.12381  -3.05379
C  0.39917  1.85196  -2.30165
H  -0.63439  -0.68621  -4.24567
C  -0.17366  -1.07353  -3.33977
H  2.37596  -2.24021  -1.44706
C  -2.99145  1.43290  2.43959
H  -1.62553  2.17015  -1.19100
H  -0.15581  -0.07779  3.33377
C  2.37067  -0.46278  1.11477

=====

What did the fifth record say?
Entry from OMol25: a molecular structure, C20H20N2Zn at a distorted geometry (the ωB97M-V functional and the def2-TZVPD basis).

E_LUMO ... 5.28 eV
Charge ... -2
Orbital gap ... 4.624 eV
DFT total energy ... -72455.630 eV

Positions of all 43 atoms, in Å:
C  -4.00485  0.59476  1.96822
C  1.06941  -0.22756  1.59838
H  2.56355  -0.50913  0.05391
H  -5.04848  0.68504  2.30956
C  3.41764  -0.67109  2.00118
H  -0.90417  1.88016  2.43960
N  -0.01198  -0.07250  0.73271
C  0.13318  -2.36714  -1.41842
C  0.77359  2.50667  -3.42097
C  1.42479  -1.92027  -1.87259
H  1.69720  -0.28355  4.94553
Zn  0.12601  0.03607  -1.29488
C  -0.85783  -1.84717  -2.32192
C  -1.67785  1.25344  2.03775
C  -3.68383  -0.43745  1.05940
C  -1.31924  0.20160  1.16032
C  -1.14460  1.65111  -1.99870
H  -1.83262  1.07983  -2.62220
H  -3.24741  2.18287  3.17483
H  -1.91641  -2.13571  -2.33886
H  -4.45187  -1.14872  0.69695
C  3.18094  -0.56857  3.41028
H  2.01788  -0.77089  -3.70914
H  -2.11014  -1.44473  -0.01639
H  1.84583  2.41219  -3.57967
H  0.21929  3.12553  -4.05191
H  4.42555  -0.95191  1.62926
H  4.04312  -0.75522  4.12581
H  -0.03940  -3.08317  -0.60909
N  1.62953  1.33406  -1.84066
C  -2.36534  -0.62655  0.65701
C  1.87497  -0.31038  3.87732
C  0.84097  -0.18510  2.96468
H  2.53447  1.58279  -1.05648
C  1.23313  -1.12381  -3.05379
C  0.39917  1.85196  -2.30165
H  -0.63439  -0.68621  -4.24567
C  -0.17366  -1.07353  -3.33977
H  2.37596  -2.24021  -1.44706
C  -2.99145  1.43290  2.43959
H  -1.62553  2.17015  -1.19100
H  -0.15581  -0.07779  3.33377
C  2.37067  -0.46278  1.11477

=====

Q: What is the formula in the first record?
A: C20H20F2N2O3

=====

Copy entry 5 word for word.
Entry from OMol25: a molecular structure, C20H20N2Zn at a distorted geometry (the ωB97M-V functional and the def2-TZVPD basis).

E_LUMO ... 5.28 eV
Charge ... -2
Orbital gap ... 4.624 eV
DFT total energy ... -72455.630 eV

Positions of all 43 atoms, in Å:
C  -4.00485  0.59476  1.96822
C  1.06941  -0.22756  1.59838
H  2.56355  -0.50913  0.05391
H  -5.04848  0.68504  2.30956
C  3.41764  -0.67109  2.00118
H  -0.90417  1.88016  2.43960
N  -0.01198  -0.07250  0.73271
C  0.13318  -2.36714  -1.41842
C  0.77359  2.50667  -3.42097
C  1.42479  -1.92027  -1.87259
H  1.69720  -0.28355  4.94553
Zn  0.12601  0.03607  -1.29488
C  -0.85783  -1.84717  -2.32192
C  -1.67785  1.25344  2.03775
C  -3.68383  -0.43745  1.05940
C  -1.31924  0.20160  1.16032
C  -1.14460  1.65111  -1.99870
H  -1.83262  1.07983  -2.62220
H  -3.24741  2.18287  3.17483
H  -1.91641  -2.13571  -2.33886
H  -4.45187  -1.14872  0.69695
C  3.18094  -0.56857  3.41028
H  2.01788  -0.77089  -3.70914
H  -2.11014  -1.44473  -0.01639
H  1.84583  2.41219  -3.57967
H  0.21929  3.12553  -4.05191
H  4.42555  -0.95191  1.62926
H  4.04312  -0.75522  4.12581
H  -0.03940  -3.08317  -0.60909
N  1.62953  1.33406  -1.84066
C  -2.36534  -0.62655  0.65701
C  1.87497  -0.31038  3.87732
C  0.84097  -0.18510  2.96468
H  2.53447  1.58279  -1.05648
C  1.23313  -1.12381  -3.05379
C  0.39917  1.85196  -2.30165
H  -0.63439  -0.68621  -4.24567
C  -0.17366  -1.07353  -3.33977
H  2.37596  -2.24021  -1.44706
C  -2.99145  1.43290  2.43959
H  -1.62553  2.17015  -1.19100
H  -0.15581  -0.07779  3.33377
C  2.37067  -0.46278  1.11477